1.
Computed, not measured: a molecular structure, C25H20AsCl3N3O15ReS2 at a distorted geometry, with ωB97M-V/def2-TZVPD.

```
! wB97M-V def2-TZVPD RIJCOSX def2/J DEFGRID3
* xyz -1 2
Re 0.282 1.299 -0.468
O 3.066 -4.273 0.197
C 4.076 -3.435 0.247
O 5.208 -3.811 0.442
C 3.769 -1.984 0.103
C 4.718 -0.964 0.079
Cl 6.400 -1.089 0.156
N 4.065 0.221 0.006
N 2.757 0.011 -0.010
C 2.538 -1.289 0.022
C 1.128 -1.750 -0.114
O 0.868 -2.950 -0.165
O 0.258 -0.819 -0.172
C 4.575 1.533 -0.135
C 5.613 1.784 -1.024
C 6.069 3.081 -1.179
C 5.485 4.119 -0.469
C 4.430 3.862 0.392
C 3.969 2.568 0.566
H 2.170 -3.845 0.020
H 6.037 0.974 -1.597
H 6.869 3.281 -1.876
H 5.833 5.131 -0.617
H 3.940 4.666 0.918
H 3.125 2.361 1.205
O -0.330 3.585 3.182
As -0.264 3.660 1.432
O 0.357 5.117 1.167
O 0.883 2.381 1.103
C -2.193 3.442 0.945
C -3.125 3.690 1.941
C -4.461 3.377 1.737
C -4.883 2.808 0.545
C -3.960 2.587 -0.464
C -2.637 2.922 -0.252
S -1.529 2.746 -1.622
O -1.336 1.323 -1.983
O -2.092 3.519 -2.686
O -0.206 3.224 -1.130
H -0.841 2.777 3.412
H -2.794 4.125 2.877
H -5.179 3.567 2.522
H -5.919 2.543 0.393
H -4.233 2.149 -1.410
O 1.162 -0.179 -2.761
N 1.916 0.764 -2.930
O 1.948 1.659 -2.077
Cl -2.835 -0.963 -0.512
C -2.804 -1.344 -2.268
Cl -4.408 -1.675 -2.879
H -2.198 -2.236 -2.418
H -2.400 -0.479 -2.796
C 3.905 -2.165 3.727
C 2.608 -1.505 3.369
C 2.433 -0.136 3.523
C 1.223 0.467 3.214
C 0.193 -0.303 2.712
C 0.337 -1.673 2.585
C 1.541 -2.271 2.911
S -1.403 0.367 2.269
O -1.744 1.386 3.254
O -2.338 -0.723 2.233
O -1.293 1.026 0.916
H 4.641 -1.430 4.041
H 4.306 -2.721 2.882
H 3.739 -2.871 4.539
H 3.249 0.467 3.898
H 1.100 1.526 3.372
H -0.505 -2.242 2.230
H 1.662 -3.341 2.813
*
```

Its orbital gap (spin up / spin down) is 7.205 / 7.467 eV. The HOMO energy (spin up / spin down) is -7.06 / -6.95 eV. Its total energy is -183639.3073 eV. The LUMO energy (spin up / spin down) comes out at 0.15 / 0.51 eV. As for the expectation value of S²: 0.76. The energy above the lowest of the compared OMol25 structures with the same formula, charge and spin comes out at 0.0 kcal per mole.

---

2.
Computed, not measured: a molecular structure, C25H20Br2FeIN5O, with ωB97M-V/def2-TZVPD.

```
! wB97M-V def2-TZVPD RIJCOSX def2/J DEFGRID3
* xyz 1 6
Fe -0.007 -0.768 -2.005
Br 6.464 1.092 -3.572
C 4.714 0.535 -3.221
C 4.391 -0.811 -3.210
C 3.083 -1.157 -2.931
N 2.120 -0.268 -2.674
C 2.435 1.036 -2.720
C 3.723 1.473 -2.981
C 1.308 1.980 -2.507
C 1.471 3.354 -2.522
C 0.355 4.160 -2.348
Br 0.540 6.021 -2.364
C -0.886 3.576 -2.167
C -0.956 2.197 -2.158
N 0.111 1.409 -2.322
H 5.128 -1.573 -3.414
H 2.801 -2.198 -2.924
H 3.967 2.523 -3.008
H 2.437 3.810 -2.669
H -1.781 4.168 -2.038
H -1.904 1.700 -2.020
N -1.950 -0.608 -2.369
C -3.069 -0.713 -2.043
C -4.359 -0.798 -1.618
C -5.200 0.336 -1.776
N -5.842 1.286 -1.882
C -4.725 -1.965 -0.894
N -4.941 -2.921 -0.289
C -1.835 -0.530 6.173
C -1.188 -0.557 4.823
C -1.953 -0.485 3.662
C -1.384 -0.527 2.404
C -2.292 -0.447 1.212
C 0.031 -0.647 2.312
C 0.711 -0.718 1.065
O 0.171 -0.701 -0.058
C 0.827 -0.717 3.492
C 2.329 -0.844 3.453
C 0.200 -0.670 4.716
H -2.890 -0.276 6.108
H -1.338 0.189 6.825
H -1.747 -1.510 6.646
H -3.029 -0.395 3.747
H -3.324 -0.329 1.537
H -2.226 -1.351 0.604
H -2.031 0.393 0.567
H 1.800 -0.811 1.091
H 2.648 -1.753 2.942
H 2.722 -0.886 4.466
H 2.797 0.008 2.957
H 0.794 -0.723 5.620
I -1.108 -3.751 -1.394
C 0.353 -2.758 -2.543
H 0.219 -2.977 -3.599
H 1.315 -3.103 -2.180
*
```

Its orbital gap (spin up / spin down) is 6.747 / 5.738 eV. The HOMO energy (spin up / spin down) is -10.76 / -10.75 eV. Its total energy is -218313.2112 eV. The LUMO energy (spin up / spin down) comes out at -4.01 / -5.01 eV. As for the expectation value of S²: 8.77.

---

3.
Computed, not measured: a molecular structure, C25H20Br2IIrN2O4 at a distorted geometry, with ωB97M-V/def2-TZVPD.

```
! wB97M-V def2-TZVPD RIJCOSX def2/J DEFGRID3
* xyz 1 2
Ir -0.140 -0.576 0.543
C 1.862 -1.812 4.156
C 1.143 -0.892 3.225
O 0.419 -1.394 2.344
C 1.254 0.517 3.418
C 0.735 1.479 2.605
C 0.914 2.926 2.938
N 0.072 1.176 1.437
N -0.306 2.236 0.731
C -0.721 1.901 -0.498
O -0.702 0.694 -0.901
C -1.194 2.949 -1.405
C -1.213 4.286 -1.005
C -1.650 5.258 -1.888
C -2.066 4.900 -3.164
C -2.052 3.568 -3.563
C -1.618 2.591 -2.686
H 1.757 -2.841 3.825
H 1.458 -1.712 5.166
H 2.918 -1.537 4.194
H 1.810 0.847 4.284
H 1.453 3.028 3.876
H -0.053 3.421 3.014
H 1.463 3.429 2.141
H -0.887 4.551 -0.009
H -1.666 6.295 -1.583
H -2.406 5.664 -3.852
H -2.380 3.295 -4.557
H -1.600 1.550 -2.979
Br -1.297 -3.875 1.874
C -3.047 -3.752 1.222
C -3.791 -4.919 1.105
C -5.085 -4.877 0.611
C -5.639 -3.675 0.202
C -4.906 -2.504 0.313
C -3.623 -2.549 0.841
I -2.734 -0.666 1.067
H -3.345 -5.858 1.403
H -5.658 -5.792 0.544
H -6.641 -3.641 -0.206
H -5.332 -1.563 -0.008
Br 1.765 -1.020 -4.228
C 3.246 -0.955 -3.063
C 4.496 -0.928 -3.663
C 5.643 -0.844 -2.891
C 5.554 -0.778 -1.508
C 4.309 -0.795 -0.911
C 3.141 -0.889 -1.674
C 1.874 -0.900 -0.924
O 1.841 -0.421 0.291
O 0.787 -1.348 -1.348
H 4.564 -0.971 -4.742
H 6.610 -0.824 -3.377
H 6.448 -0.712 -0.902
H 4.217 -0.740 0.165
*
```

Its orbital gap (spin up / spin down) is 7.895 / 6.237 eV. The HOMO energy (spin up / spin down) is -11.03 / -11.41 eV. Its total energy is -188437.3970 eV. The LUMO energy (spin up / spin down) comes out at -3.14 / -5.18 eV. As for the expectation value of S²: 0.78. The energy above the lowest of the compared OMol25 structures with the same formula, charge and spin comes out at 32.2 kcal per mole.

---

4.
Computed, not measured: 2 unconnected molecules or ions with the total composition C25H20Br2NO7 at a distorted geometry, with ωB97M-V/def2-TZVPD.

```
! wB97M-V def2-TZVPD RIJCOSX def2/J DEFGRID3
* xyz -1 1
C -6.526 1.495 4.027
O -6.254 0.271 3.314
C -4.973 -0.174 3.249
C -3.884 0.439 3.920
C -2.594 0.003 3.676
C -2.312 -1.044 2.742
C -1.002 -1.467 2.360
C 0.147 -0.666 2.509
C 1.465 -1.242 2.584
C 2.576 -0.510 2.888
Br 4.275 -1.307 3.061
C 2.512 0.961 3.126
O 3.494 1.634 3.452
C 1.158 1.553 2.924
Br 1.015 3.416 3.164
C 0.079 0.777 2.607
C -3.448 -1.704 2.195
C -4.731 -1.299 2.423
H -7.588 1.672 3.858
H -6.324 1.373 5.100
H -5.930 2.329 3.630
H -4.069 1.267 4.610
H -1.783 0.486 4.216
H -0.921 -2.464 1.960
H 1.574 -2.309 2.405
H -0.866 1.285 2.441
H -3.282 -2.574 1.570
H -5.582 -1.802 1.968
C 4.433 -3.814 0.247
C 3.137 -4.124 -0.450
O 2.061 -3.758 0.437
C 0.846 -4.017 -0.125
C -0.229 -3.960 0.849
C -1.520 -4.487 0.539
O -2.451 -4.421 1.373
C -1.809 -5.218 -0.765
C -1.135 -6.413 -1.056
C -1.514 -7.202 -2.136
C -2.556 -6.761 -2.974
N -2.849 -7.492 -4.163
O -3.743 -7.065 -4.929
O -2.190 -8.533 -4.397
C -3.254 -5.570 -2.687
C -2.892 -4.820 -1.573
O 0.778 -4.291 -1.321
H 5.266 -4.022 -0.431
H 4.487 -2.765 0.559
H 4.553 -4.443 1.137
H 3.048 -3.571 -1.393
H 3.064 -5.202 -0.656
H 0.098 -3.929 1.888
H -0.302 -6.735 -0.429
H -1.010 -8.138 -2.365
H -4.063 -5.268 -3.348
H -3.438 -3.905 -1.334
*
```

Its orbital gap is 5.981 eV. The HOMO energy is -4.94 eV. Its total energy is -182154.8819 eV. The LUMO energy comes out at 1.04 eV.

---

5.
Computed, not measured: a molecular structure, C25H20Cl2N7O2Pd at a distorted geometry, with ωB97M-V/def2-TZVPD.

```
! wB97M-V def2-TZVPD RIJCOSX def2/J DEFGRID3
* xyz -2 2
Pd 1.141 0.970 -0.135
Cl 6.071 -1.056 -0.160
C 5.203 -0.461 1.247
C 5.902 -0.350 2.436
C 5.247 0.120 3.560
Cl 6.162 0.223 5.063
C 3.895 0.507 3.530
C 3.172 1.021 4.648
C 1.822 1.367 4.485
C 1.227 1.213 3.248
N 1.880 0.734 2.174
C 3.193 0.380 2.293
C 3.828 -0.132 1.087
O 3.205 -0.280 -0.020
H 6.947 -0.627 2.481
H 3.668 1.142 5.602
H 1.243 1.758 5.317
H 0.184 1.485 3.093
C 0.163 -1.203 -2.200
C -0.677 -1.385 -0.984
N -0.648 -0.625 0.088
C -1.559 -1.150 0.969
C -2.163 -2.241 0.425
N -1.592 -2.389 -0.823
C -1.986 -3.358 -1.807
N -3.391 -3.265 -2.096
N -4.230 -4.301 -1.840
N -5.430 -3.944 -2.110
C -5.419 -2.646 -2.528
C -6.451 -1.790 -2.923
C -6.100 -0.503 -3.278
C -4.773 -0.055 -3.247
C -3.736 -0.886 -2.860
C -4.095 -2.182 -2.513
H 0.778 -0.308 -2.031
H -0.445 -1.049 -3.096
H 0.826 -2.058 -2.356
H -1.714 -0.712 1.941
H -2.938 -2.903 0.778
H -1.795 -4.375 -1.463
H -1.401 -3.163 -2.705
H -7.478 -2.127 -2.938
H -6.879 0.187 -3.579
H -4.544 0.967 -3.519
H -2.717 -0.524 -2.806
O -0.008 2.530 -2.190
N 0.661 2.681 -1.048
C 0.027 3.174 0.079
C 0.707 3.842 1.076
C 2.099 3.980 1.018
C 2.769 3.387 -0.031
C 2.061 2.678 -1.021
H -1.050 3.132 0.025
H 0.144 4.246 1.907
H 2.635 4.498 1.801
H 3.848 3.428 -0.105
H 2.511 2.395 -1.960
*
```

Its orbital gap (spin up / spin down) is 1.594 / 3.746 eV. The HOMO energy (spin up / spin down) is 2.04 / -0.11 eV. Its total energy is -69296.4668 eV. The LUMO energy (spin up / spin down) comes out at 3.64 / 3.64 eV. As for the expectation value of S²: 0.77.

---

6.
Computed, not measured: a molecular structure, C25H20N4PS2W, with ωB97M-V/def2-TZVPD.

```
! wB97M-V def2-TZVPD RIJCOSX def2/J DEFGRID3
* xyz 3 1
W 0.087 -0.593 0.276
C 2.230 4.827 -2.609
C 2.615 4.831 -1.273
C 2.075 3.909 -0.394
C 1.138 2.985 -0.878
C 0.735 2.990 -2.221
C 1.293 3.913 -3.084
P 0.345 1.875 0.225
C 1.332 1.259 1.578
C 2.736 1.154 1.411
C 3.499 0.551 2.380
C 2.889 0.003 3.518
C 1.518 0.100 3.707
C 0.729 0.735 2.753
C -1.355 1.936 0.672
C -2.299 2.913 0.935
C -3.516 2.474 1.442
C -3.756 1.116 1.681
C -2.803 0.147 1.401
C -1.578 0.559 0.861
H 2.660 5.551 -3.289
H 3.332 5.557 -0.915
H 2.363 3.924 0.650
H -0.010 2.291 -2.586
H 0.998 3.929 -4.124
H 3.206 1.557 0.522
H 4.573 0.494 2.265
H 3.501 -0.474 4.273
H 1.063 -0.279 4.612
H -0.320 0.905 2.958
H -2.107 3.964 0.765
H -4.290 3.196 1.670
H -4.713 0.817 2.088
H -3.025 -0.895 1.591
S 1.506 -0.573 -1.434
C 1.803 -2.130 -0.531
S 1.586 -2.079 1.228
C 2.142 -3.243 -1.225
C 2.332 -4.487 -0.549
N 2.481 -5.491 -0.009
C 2.307 -3.193 -2.645
N 2.363 -3.116 -3.790
C -2.336 -5.185 -0.944
N -2.693 -3.752 -1.152
C -3.947 -3.447 -1.895
C -1.947 -2.831 -0.715
N -1.247 -1.980 -0.297
H -2.217 -5.648 -1.922
H -3.150 -5.656 -0.398
H -1.414 -5.256 -0.375
H -3.866 -3.891 -2.885
H -4.073 -2.371 -1.975
H -4.777 -3.887 -1.348
*
```

Its orbital gap is 6.226 eV. The HOMO energy is -17.88 eV. Its total energy is -64964.1670 eV. The LUMO energy comes out at -11.65 eV. The energy above the lowest of the compared OMol25 structures with the same formula, charge and spin comes out at 1.9 kcal per mole.

---

7.
Computed, not measured: a molecular structure, C25H21AsBrInN6O6S2Se at a distorted geometry, with ωB97M-V/def2-TZVPD.

```
! wB97M-V def2-TZVPD RIJCOSX def2/J DEFGRID3
* xyz -2 1
In -0.031 -1.348 -0.317
N 2.114 -2.357 2.470
C 1.939 -1.014 2.402
S 3.093 -0.014 3.083
N 0.794 -0.606 1.876
N 0.538 0.721 1.795
C -0.085 1.541 2.705
C -0.228 1.203 4.106
C -0.078 2.191 5.082
C -0.144 1.864 6.422
C -0.350 0.549 6.808
C -0.538 -0.431 5.848
C -0.484 -0.109 4.506
C -0.443 2.680 2.015
C -1.233 3.814 2.305
C -1.577 4.678 1.314
C -1.133 4.454 -0.024
C -0.373 3.375 -0.313
N -0.004 2.519 0.681
H 3.065 -2.668 2.561
H 1.490 -2.934 1.924
H 0.137 3.206 4.780
H -0.007 2.634 7.173
H -0.371 0.294 7.860
H -0.712 -1.455 6.143
H -0.637 -0.874 3.762
H -1.593 3.957 3.311
H -2.230 5.513 1.519
H -1.435 5.134 -0.804
H -0.047 3.123 -1.312
O -3.442 1.953 -0.429
As -3.144 0.161 -0.680
O -4.369 -0.564 0.071
O -1.681 0.051 0.057
C -3.524 0.229 -2.581
C -4.678 0.912 -2.934
C -5.052 0.970 -4.265
C -4.288 0.340 -5.236
C -3.151 -0.362 -4.876
C -2.792 -0.417 -3.545
S -1.274 -1.133 -2.966
O -0.680 -1.873 -4.049
O -1.673 -1.976 -1.835
O -0.515 0.036 -2.551
H -3.022 2.151 0.410
H -5.252 1.399 -2.156
H -5.941 1.515 -4.555
H -4.575 0.407 -6.275
H -2.530 -0.867 -5.600
N 1.134 0.668 -0.421
C 0.597 1.298 0.578
H 1.001 1.110 -1.322
Br -1.046 -3.290 0.955
Se 2.167 -2.361 -1.379
C 1.802 -3.795 -2.572
C 2.802 -4.221 -3.453
C 2.543 -5.278 -4.298
N 1.392 -5.936 -4.328
C 0.447 -5.524 -3.493
C 0.592 -4.481 -2.599
H 3.761 -3.724 -3.465
H 3.298 -5.643 -4.987
H -0.479 -6.085 -3.539
H -0.225 -4.205 -1.949
*
```

Its orbital gap is 6.555 eV. The HOMO energy is -2.23 eV. Its total energy is -270568.5180 eV. The LUMO energy comes out at 4.33 eV. The energy above the lowest of the compared OMol25 structures with the same formula, charge and spin comes out at 0.0 kcal per mole.

---

8.
Computed, not measured: a molecular structure, C25H21AuBrN5O2S at a distorted geometry, with ωB97M-V/def2-TZVPD.

```
! wB97M-V def2-TZVPD RIJCOSX def2/J DEFGRID3
* xyz 0 1
Au 0.097 -0.191 -0.140
C 5.742 0.120 1.029
C 5.375 0.719 -0.327
N 4.440 1.818 -0.211
C 4.989 3.140 0.031
C 4.870 3.603 1.479
C 3.117 1.654 -0.300
S 2.565 0.043 -0.656
N 2.375 2.728 -0.152
C 1.055 2.857 -0.196
O 0.182 1.966 -0.301
C 0.577 4.262 -0.102
C 1.444 5.352 -0.094
C 0.938 6.638 -0.045
C -0.431 6.852 0.003
C -1.298 5.771 0.006
C -0.798 4.484 -0.046
H 6.515 -0.632 0.898
H 4.878 -0.354 1.490
H 6.108 0.887 1.707
H 4.931 -0.052 -0.961
H 6.273 1.090 -0.830
H 4.462 3.848 -0.613
H 6.040 3.115 -0.263
H 3.826 3.656 1.772
H 5.311 4.591 1.573
H 5.385 2.930 2.157
H 2.507 5.180 -0.132
H 1.611 7.483 -0.050
H -0.822 7.860 0.033
H -2.365 5.929 0.044
H -1.458 3.630 -0.046
Br -2.674 -0.211 -0.310
C -2.628 -2.139 -0.098
C -3.836 -2.775 0.008
C -3.882 -4.170 0.121
C -2.723 -4.890 0.080
C -1.475 -4.252 -0.051
C -0.290 -5.010 -0.129
C 0.925 -4.401 -0.241
C 1.002 -3.000 -0.255
C -0.121 -2.224 -0.183
C -1.396 -2.827 -0.106
H -4.753 -2.207 0.002
H -4.832 -4.666 0.225
H -2.732 -5.967 0.146
H -0.376 -6.086 -0.106
H 1.836 -4.978 -0.304
H 1.975 -2.540 -0.328
O -0.080 0.059 2.210
N 0.918 0.497 2.797
C 2.124 0.034 2.866
C 2.536 -1.228 2.373
N 2.876 -2.274 2.045
C 3.139 0.793 3.483
N 4.021 1.375 3.930
*
```

Its orbital gap (spin up / spin down) is 5.369 / 5.502 eV. The HOMO energy (spin up / spin down) is -7.91 / -8.02 eV. Its total energy is -122377.2057 eV. The LUMO energy (spin up / spin down) comes out at -2.54 / -2.52 eV.